[1]
{
  "formula": "C32H102N8O15",
  "method": "wB97M-V/def2-TZVPD",
  "symbols": ["C", "C", "C", "O", "C", "N", "H", "H", "H", "H", "H", "H", "H", "H", "H", "H", "H", "C", "C", "C", "O", "C", "N", "H", "H", "H", "H", "H", "H", "H", "H", "H", "H", "H", "C", "C", "C", "O", "C", "N", "H", "H", "H", "H", "H", "H", "H", "H", "H", "H", "H", "C", "C", "C", "O", "C", "N", "H", "H", "H", "H", "H", "H", "H", "H", "H", "H", "H", "C", "C", "C", "O", "C", "N", "H", "H", "H", "H", "H", "H", "H", "H", "H", "H", "H", "C", "C", "C", "O", "C", "N", "H", "H", "H", "H", "H", "H", "H", "H", "H", "H", "H", "C", "C", "C", "O", "C", "N", "H", "H", "H", "H", "H", "H", "H", "H", "H", "H", "H", "C", "C", "C", "O", "C", "N", "H", "H", "H", "H", "H", "H", "H", "H", "H", "H", "H", "O", "H", "H", "O", "H", "H", "O", "H", "H", "O", "H", "H", "O", "H", "H", "O", "H", "H", "O", "H", "H"],
  "coordinates": [[-8.36861, 12.96145, 5.99281], [-9.10974, 11.66389, 6.14850], [-8.53129, 10.67410, 7.25806], [-7.20856, 10.21589, 6.86777], [-6.54830, 9.36143, 7.77364], [-10.45710, 12.01337, 6.47879], [-7.94183, 13.40126, 6.89422], [-9.00213, 13.73366, 5.55642], [-7.57783, 12.96641, 5.24264], [-9.10736, 11.10960, 5.20997], [-9.21503, 9.85807, 7.49194], [-8.48500, 11.32432, 8.13166], [-6.86856, 8.35027, 7.52247], [-6.84097, 9.56442, 8.80380], [-5.47785, 9.39039, 7.57014], [-11.04093, 11.18962, 6.45280], [-10.89145, 12.55149, 5.74268], [5.92505, 12.77706, 12.50976], [5.20338, 11.74131, 11.72622], [3.67842, 11.94365, 11.56245], [2.96330, 10.88421, 10.97322], [1.55150, 11.02043, 10.89272], [5.76992, 11.58295, 10.38824], [6.77381, 12.36088, 13.05244], [5.24940, 13.00888, 13.33308], [6.17831, 13.65774, 11.91954], [5.40844, 10.73785, 12.09921], [3.64376, 12.85165, 10.96043], [3.17544, 12.14156, 12.50899], [1.18770, 11.88018, 10.33007], [1.10279, 11.09970, 11.88292], [1.14680, 10.12165, 10.42744], [6.53337, 10.94582, 10.56515], [5.06819, 11.08456, 9.85976], [-7.81672, 8.98392, 12.41062], [-8.29789, 9.60821, 13.75560], [-9.70081, 9.17923, 14.11468], [-10.62909, 9.67972, 13.19229], [-11.98816, 9.50394, 13.63208], [-7.29213, 9.27596, 14.75265], [-6.98032, 9.61529, 12.11076], [-8.55017, 9.01853, 11.60504], [-7.45087, 7.96147, 12.50466], [-8.36250, 10.69347, 13.67729], [-9.91225, 9.49501, 15.13629], [-9.81031, 8.09714, 14.18664], [-12.09444, 8.44617, 13.87272], [-12.73864, 9.81449, 12.90515], [-12.12472, 10.00052, 14.59273], [-7.43228, 9.76669, 15.62422], [-6.37320, 9.55973, 14.44422], [3.30763, 7.98821, 12.97170], [2.39417, 8.06819, 14.22872], [1.84235, 6.72030, 14.67771], [0.78517, 6.23004, 13.87794], [-0.10304, 5.29909, 14.47609], [3.31767, 8.55198, 15.26946], [4.29543, 7.58646, 13.19743], [3.62374, 8.97060, 12.62089], [2.83929, 7.47233, 12.13346], [1.59694, 8.81034, 14.18702], [1.73727, 6.69258, 15.76229], [2.58750, 5.92884, 14.59746], [-1.01135, 5.14123, 13.89458], [-0.45131, 5.65048, 15.44734], [0.34671, 4.31994, 14.64070], [3.94351, 9.15695, 14.75716], [4.00754, 7.82392, 15.38827], [-8.08013, 13.36422, 10.55943], [-9.03852, 14.01109, 11.63617], [-9.04274, 13.20704, 12.94729], [-9.64731, 13.95763, 14.01157], [-9.63449, 13.14353, 15.24869], [-8.40824, 15.35022, 11.76487], [-8.42112, 12.37822, 10.24377], [-7.08653, 13.38191, 11.00726], [-7.97636, 14.02098, 9.69572], [-9.99542, 14.23730, 11.16579], [-8.01317, 13.04020, 13.26394], [-9.65365, 12.34814, 12.66949], [-10.43029, 13.43540, 15.93396], [-8.71267, 13.32236, 15.80220], [-9.58547, 12.07936, 15.01795], [-7.46045, 15.36211, 12.11364], [-8.95722, 15.92930, 12.38404], [0.89855, 13.66317, 6.00553], [0.00621, 13.14160, 7.11726], [-0.18538, 11.56640, 7.06636], [-0.71612, 11.14670, 8.30782], [-1.20572, 9.80064, 8.22982], [0.70364, 13.66580, 8.29482], [0.27514, 13.71329, 5.11281], [1.80079, 13.08766, 5.79853], [1.27249, 14.68376, 6.08720], [-0.96726, 13.62961, 7.16500], [0.76321, 11.07274, 6.85526], [-0.83585, 11.28269, 6.23902], [-0.49301, 9.17396, 7.69369], [-2.09038, 9.79973, 7.59304], [-1.32730, 9.51632, 9.27503], [1.55340, 13.12010, 8.30975], [0.23391, 13.31832, 9.11866], [-1.50802, 9.81042, 13.12441], [-2.75703, 10.61924, 13.63310], [-3.90321, 10.20832, 12.73344], [-3.68430, 10.73382, 11.44440], [-4.70999, 10.35111, 10.51817], [-3.07310, 10.14203, 14.98094], [-0.61302, 9.94323, 13.73223], [-1.25620, 10.25207, 12.16024], [-1.72659, 8.74256, 13.12637], [-2.59092, 11.68347, 13.46600], [-4.77994, 10.66519, 13.19249], [-3.99647, 9.12554, 12.81694], [-4.67347, 9.26349, 10.45631], [-4.32867, 10.69814, 9.55782], [-5.69472, 10.80273, 10.63835], [-2.36470, 10.39417, 15.65525], [-3.85907, 10.64282, 15.37026], [-3.90647, 12.61829, 6.81508], [-3.50738, 13.82360, 5.93928], [-4.48229, 14.10713, 4.81046], [-3.80029, 15.11576, 4.01164], [-4.81194, 15.80281, 3.25718], [-3.39212, 14.99278, 6.74089], [-4.77096, 12.94805, 7.39128], [-3.13698, 12.33382, 7.53277], [-4.28883, 11.80830, 6.19392], [-2.51249, 13.61334, 5.54674], [-5.37906, 14.60881, 5.17408], [-4.77838, 13.29168, 4.15054], [-4.30574, 16.61024, 2.72811], [-5.59800, 16.22444, 3.88361], [-5.27306, 15.07784, 2.58644], [-3.04642, 15.72563, 6.13796], [-4.33697, 15.27278, 6.96216], [-0.38925, 6.61433, 11.38430], [-1.32070, 6.48882, 11.56566], [0.03290, 6.54949, 12.24093], [-2.15103, 12.56368, 9.88107], [-1.70385, 12.12089, 9.15982], [-2.65335, 11.87245, 10.31249], [-3.45443, 6.67958, 14.94444], [-3.23149, 7.58783, 15.14841], [-4.35917, 6.58206, 15.24139], [-1.37159, 12.81178, 16.27691], [-0.98749, 11.93866, 16.19720], [-0.67076, 13.34955, 16.64552], [-4.15843, 13.60925, 16.20744], [-3.27302, 13.29664, 16.39334], [-4.04354, 14.53023, 15.97328], [-2.95506, 6.18381, 12.17201], [-3.25494, 6.33086, 13.06905], [-2.83716, 5.23587, 12.11075], [0.06217, 10.14468, 16.39137], [0.57472, 9.93926, 15.60950], [0.60542, 9.84463, 17.12013]],
  "relative_energy_kcal_mol": 0.0,
  "max_force_ev_per_a": 4.17,
  "multiplicity": 2,
  "charge": 1,
  "total_energy_ha": -2846.4910,
  "orbital_gap_ev": [7.576, 1.937],
  "s2": 0.75
}

***

[2]
{
  "formula": "C5H17N2O",
  "method": "wB97M-V/def2-TZVPD",
  "symbols": ["C", "N", "C", "C", "N", "C", "C", "H", "H", "H", "H", "H", "H", "H", "H", "H", "H", "H", "H", "H", "H", "H", "H", "H", "O"],
  "coordinates": [[-0.19801, -1.06250, -1.93254], [-0.09810, -1.99405, -0.92986], [0.58999, -3.26386, -0.92472], [0.39235, 0.33032, -1.51889], [0.13343, 0.70857, -0.03387], [0.82788, 1.92640, 0.33685], [0.15799, 2.76057, 1.42125], [-1.12362, -0.95226, -2.53674], [0.53830, -1.35018, -2.85954], [-0.90349, -2.09172, -0.28134], [0.75632, -3.79960, 0.07326], [1.60886, -2.90529, -1.16729], [0.10654, -3.87056, -1.72609], [-0.04087, 1.08654, -2.26951], [1.55289, 0.33972, -1.81528], [0.58685, -0.11143, 0.38578], [-0.95984, 0.74214, 0.19117], [1.09801, 2.50653, -0.56622], [1.98490, 1.69424, 0.67041], [1.05124, 3.00093, 2.13128], [-0.46616, 3.58698, 1.03754], [-0.52739, 2.30588, 2.15339], [-2.78324, -0.53059, 3.53865], [-2.05470, 0.75752, 3.65130], [-2.23015, 0.18568, 2.97099]],
  "relative_energy_kcal_mol": 84.3,
  "max_force_ev_per_a": 5.58,
  "charge": 1,
  "total_energy_ha": -385.1064,
  "orbital_gap_ev": 9.620
}

***

[3]
{
  "formula": "C7H2InNO10",
  "method": "wB97M-V/def2-TZVPD",
  "symbols": ["In", "C", "O", "O", "O", "N", "O", "O", "O", "C", "C", "C", "O", "C", "C", "C", "O", "O", "O", "H", "H"],
  "coordinates": [[14.47482, 22.03454, -12.75892], [13.49799, 26.38386, -11.35677], [13.85078, 26.24468, -12.54779], [13.93581, 27.18143, -10.48749], [13.08498, 25.39055, -10.80214], [18.56016, 23.99682, -8.97907], [18.16857, 24.65892, -7.98853], [19.69568, 23.50708, -9.09871], [17.78888, 23.77488, -9.86647], [12.47157, 16.28843, -16.33960], [13.23695, 16.39223, -15.12567], [13.03937, 15.28580, -14.04033], [13.23041, 15.53797, -12.85532], [12.19078, 14.05965, -14.48085], [11.57463, 14.10761, -15.67557], [11.75425, 15.17953, -16.67034], [11.04606, 15.30060, -17.76126], [10.71233, 13.13562, -15.90654], [13.65749, 17.51963, -14.82227], [12.71861, 16.96571, -17.14375], [12.04124, 13.27860, -13.75011]],
  "relative_energy_kcal_mol": 87.0,
  "max_force_ev_per_a": 6.58,
  "charge": -2,
  "total_energy_ha": -1264.8719,
  "orbital_gap_ev": 1.198
}

***

> Which value of charge does entry 1 give?

+1

***

> Number 1 is which compound?

C32H102N8O15